ORCA calculation (the ωB97M-V functional and the def2-TZVPD basis) on 2 unconnected molecules or ions with the total composition C10H16OS.

Output
HOMO (eV): -8.49
HOMO-LUMO gap (eV): 9.22
Energy above the lowest of the compared OMol25 structures with the same formula, charge and spin (eV): 0.730
SMILES: CCc1ccc(O)cc1.CSC
Strongest force on any atom (eV Å⁻¹): 1.69
Lowest unoccupied orbital energy (eV): 0.7354
Net charge: 0

```
28
Properties=species:S:1:pos:R:3:mulliken_charge:R:1
C -0.28 -0.86 0.54 0.407
H 3.10 -0.70 1.03 0.323
C -2.72 -1.09 -0.31 -1.765
O 2.54 -1.67 3.51 -0.554
C 1.08 -0.82 0.27 -0.271
H 1.99 1.98 -1.56 0.221
H -1.66 -1.38 2.08 0.257
H 0.00 -1.78 3.80 0.420
H 1.72 3.51 -0.80 0.361
S 0.18 3.26 -2.60 -0.104
H 0.13 1.11 -3.58 0.274
H -0.93 1.12 -2.15 -0.448
H 3.34 -1.12 3.63 0.315
H -2.75 -2.18 -0.23 0.366
H 0.58 2.14 -0.46 0.132
C 2.06 -0.93 1.25 -0.778
C -0.61 1.67 -3.01 -0.060
C -1.31 -0.57 -0.48 -0.118
C -0.63 -1.12 1.85 -0.450
H -3.36 -0.89 -1.16 0.419
C 0.32 -1.45 2.82 -0.754
H -1.00 -0.82 -1.50 0.513
H 1.47 -0.52 -0.71 0.439
C 1.21 2.65 -1.19 -0.680
H -3.22 -0.72 0.58 0.349
C 1.65 -1.31 2.51 0.730
H -1.41 0.53 -0.49 0.102
H -1.46 1.95 -3.63 0.354
```

***

ORCA calculation (the ωB97M-V functional and the def2-TZVPD basis) on 3 unconnected molecules or ions with the total composition C23H56B2N3O12P2.

Output
HOMO (eV): -4.70
HOMO-LUMO gap (eV): 3.99
Energy above the lowest of the compared OMol25 structures with the same formula, charge and spin (eV): 2.339
Strongest force on any atom (eV Å⁻¹): 9.47
Lowest unoccupied orbital energy (eV): -0.7147
Net charge: -1

```
98
Properties=species:S:1:pos:R:3:mulliken_charge:R:1
O 0.78 3.35 4.55 -0.377
C 2.42 2.07 -1.46 0.253
O -0.15 2.27 2.71 -0.702
H 1.72 -4.57 1.88 0.415
C -0.76 3.51 -1.78 0.236
H -1.27 5.16 -4.90 0.280
H -2.36 -1.26 -0.07 0.180
C -2.12 2.63 -2.02 -0.068
H 5.78 -0.86 -3.29 0.323
H -1.71 -0.30 5.14 0.302
N -1.94 3.16 -5.44 -0.729
O -1.04 -4.85 -1.16 -0.199
C -3.54 0.67 -0.78 -0.757
H 3.17 -0.26 -2.44 0.173
H 6.20 0.87 -2.63 0.258
H -4.23 0.49 0.17 0.256
H -1.59 2.17 -5.42 0.283
H -2.86 3.31 -2.67 0.269
P -0.03 1.93 4.22 1.200
H -1.87 1.70 -2.71 -0.159
H -4.22 0.53 -1.72 0.324
H -0.67 4.20 7.91 0.394
H -3.86 2.98 -0.55 0.341
H -1.26 -9.41 -3.16 0.296
O 0.26 -6.59 -0.38 -0.267
H -1.68 -7.37 -4.38 0.333
H -0.03 -9.34 -4.44 0.358
C 1.00 -4.81 1.10 -0.963
H -2.05 -6.37 0.89 0.213
O 1.27 1.86 -2.39 -0.590
H -3.61 -6.71 0.12 0.408
H -2.60 0.68 6.30 0.191
H 4.47 1.66 -1.15 0.292
C -0.39 -8.85 -3.53 -1.084
C -0.76 -7.40 -3.80 -0.399
H -0.23 4.71 2.54 0.240
O 1.52 4.15 -2.35 -0.774
C 0.42 3.37 -4.38 -0.465
N 3.83 1.85 -1.98 -0.250
H 0.56 2.35 -4.98 0.191
H 5.51 -0.45 -1.40 0.279
H -2.88 -5.44 -1.93 0.301
H 2.08 1.43 -0.52 -0.074
H 3.34 4.75 0.97 0.315
H -0.84 4.23 6.16 0.190
O -1.58 2.40 4.56 -0.302
C -0.82 3.57 7.03 -0.881
C -0.98 4.03 -4.90 0.007
H -2.91 -4.46 -0.48 0.327
H -1.23 0.28 -0.45 -0.028
C 3.93 0.56 -2.80 -0.212
H 1.98 3.26 2.85 0.308
H -2.30 2.34 0.32 -0.093
H -1.81 3.10 7.10 0.198
O 4.19 4.71 0.43 -0.688
H 1.29 5.44 1.98 0.331
H 0.38 -8.95 -2.76 0.287
O 0.11 1.55 5.90 -0.450
C 2.33 3.68 -1.21 0.542
B 3.70 4.57 -0.98 1.003
H 1.30 -6.92 1.34 0.305
H 1.06 -4.05 0.32 0.292
C -2.39 -5.30 -0.96 -0.136
C 0.27 2.53 6.93 -0.217
H 2.25 -6.21 0.03 0.296
H -2.52 1.11 3.25 0.160
C 1.28 -6.19 0.53 -0.384
P 0.21 -5.83 -1.84 0.974
H -0.91 4.68 -1.85 0.148
H -3.47 -0.33 5.12 0.426
C -2.21 -0.32 -0.78 0.015
H 3.88 0.78 -3.96 0.231
O 1.33 -6.71 -2.46 -0.710
H 2.42 4.45 4.06 0.349
O 4.40 5.21 -2.12 -0.622
C -2.61 1.47 4.28 -0.228
H -1.88 -1.94 -2.14 0.187
C 0.76 5.07 2.86 -1.055
O -1.00 -6.72 -2.57 -0.400
C -2.55 -6.51 -0.07 -0.989
C 1.57 3.99 3.56 -0.334
H 1.26 2.99 6.84 0.258
H -0.41 3.28 -0.66 -0.894
B 0.51 3.11 -2.75 0.987
H 0.29 1.97 7.87 0.367
H 0.00 -6.89 -4.39 0.350
H 1.30 4.07 -4.75 0.083
H 3.80 5.28 -2.94 0.331
H -2.14 -7.42 -0.52 0.200
H -0.01 -4.77 1.52 0.173
H 0.58 5.91 3.53 0.356
C -2.60 0.31 5.26 -1.052
H -2.62 -0.51 -2.80 0.195
C 5.46 -0.04 -2.50 -1.024
N -1.89 -0.89 -2.15 -0.505
H -3.56 2.01 4.36 0.324
H 1.75 3.81 -0.19 -0.928
C -2.94 2.23 -0.66 -0.113
```

***

ORCA calculation (the ωB97M-V functional and the def2-TZVPD basis) on a molecular structure, C32H39CdN5S.

Output
HOMO (alpha / beta) (eV): 0.78 / 2.65
HOMO-LUMO gap (alpha / beta) (eV): 3.68 / 1.77
Energy above the lowest of the compared OMol25 structures with the same formula, charge and spin (eV): 0.650
Strongest force on any atom (eV Å⁻¹): 2.35
Lowest unoccupied orbital energy (alpha / beta) (eV): 4.4630 / 4.4237
Net charge: -2

```
78
Properties=species:S:1:pos:R:3:mulliken_charge:R:1
H -1.64 -1.47 4.21 0.281
C 1.56 2.85 -2.37 -0.842
H 2.64 -3.42 4.68 0.336
H 0.87 -3.67 4.80 0.381
H -3.37 -1.25 -6.00 0.285
H -1.42 3.32 -1.97 -0.068
H -3.19 1.93 -4.91 -0.953
H -0.33 -1.95 3.11 -0.420
H -0.46 1.78 3.69 0.365
C -1.85 -2.46 0.74 -0.891
H -1.52 4.10 -3.57 0.536
C 0.04 0.04 -3.87 3.518
C 1.78 -5.49 1.40 -0.936
C -2.48 0.03 0.25 0.857
C 2.37 1.68 1.97 0.343
C 3.12 0.15 3.52 0.107
C -1.93 -1.00 1.08 -1.124
C -2.70 2.61 0.45 -1.708
N 2.09 0.72 2.89 0.377
C 2.01 3.12 -1.14 -0.637
C -0.25 1.30 -3.31 -2.951
H -3.01 0.79 -1.68 -0.088
H -1.72 -2.58 -0.35 0.269
C 4.43 0.60 3.44 -0.784
H -2.22 -0.66 -7.20 0.360
H -3.38 3.16 1.13 0.403
N 1.60 -4.29 0.74 0.009
C -2.28 1.40 -4.62 -3.827
C 0.49 1.43 -0.98 -1.436
H 1.24 -0.95 -2.34 0.146
H -3.18 2.56 -0.54 0.455
C 3.68 2.23 1.86 -0.798
C -0.81 -0.48 -4.85 -4.955
H 1.89 -5.85 3.61 0.404
C -1.96 0.20 -5.25 6.821
C -1.82 1.00 2.25 0.914
C 1.67 -3.23 4.19 -0.587
H -0.21 -0.41 3.99 0.265
H 2.16 -0.17 -3.65 0.275
H -3.93 -0.67 -1.19 0.492
H -2.22 -0.80 -1.70 0.094
C -2.82 -0.36 -6.34 -1.250
H -2.17 1.95 4.14 0.337
C -2.39 1.26 0.97 0.264
C 1.24 -0.72 -3.42 -1.256
C -1.52 -0.39 2.32 0.878
C -0.91 -1.09 3.47 -0.749
H 0.51 2.77 1.59 0.264
H -0.55 -1.43 -5.32 -0.877
H 2.90 -0.75 4.10 0.105
H -2.75 -3.04 1.03 0.250
H 1.26 -1.67 -3.96 0.324
C 1.27 2.13 1.13 -0.738
S 2.25 -1.76 1.10 -0.605
C 4.71 1.69 2.61 -0.552
H 1.67 -4.10 -0.25 0.198
H 3.79 3.09 1.20 0.252
N 1.33 2.25 -0.27 0.613
N 1.64 -3.86 2.87 0.312
H 1.83 3.27 -3.32 0.353
H -2.94 3.28 -2.89 0.318
H -1.77 3.20 0.35 0.102
C 1.63 -3.25 1.63 -0.083
H 1.51 -2.16 4.08 -0.259
H 5.70 2.11 2.57 0.379
H 1.89 -6.40 0.85 0.416
H 5.18 0.09 4.04 0.385
H -3.55 0.38 -6.66 0.714
H -1.48 3.01 2.89 0.455
C -2.94 -0.17 -1.14 -1.218
H 2.75 3.80 -0.80 0.573
C 1.79 -5.22 2.74 -0.231
N 0.60 1.83 -2.27 1.615
H -0.98 -2.91 1.23 0.148
C -1.85 3.23 -2.98 -1.554
C -1.47 1.98 3.29 -1.794
C -1.44 1.96 -3.65 3.040
Cd 0.32 -0.16 0.55 1.579
```

***

ORCA calculation (the ωB97M-V functional and the def2-TZVPD basis) on a single C5H9NO molecule.

Output
HOMO (eV): -7.11
HOMO-LUMO gap (eV): 7.65
Energy above the lowest of the compared OMol25 structures with the same formula, charge and spin (eV): 4.028
Strongest force on any atom (eV Å⁻¹): 0.34
Lowest unoccupied orbital energy (eV): 0.5406
Net charge: 0

```
16
Properties=species:S:1:pos:R:3:mulliken_charge:R:1
H -1.63 -0.03 -1.55 0.385
C -0.58 0.24 -1.53 -1.556
H 2.13 -0.14 -1.01 0.387
H 2.02 -0.16 0.75 0.405
H -0.97 0.59 2.85 0.249
H -0.49 1.33 -1.64 0.362
C 1.55 0.23 -0.16 -1.556
H -0.39 1.76 1.71 0.214
H -0.09 -0.21 -2.41 0.375
C -0.03 -1.83 -0.02 -0.898
H -0.82 -2.20 -0.70 0.211
N -0.75 0.84 1.90 -0.388
C -0.64 -0.14 1.00 -0.003
H 1.61 1.33 -0.15 0.354
O -1.03 -1.32 1.23 -0.354
C 0.12 -0.28 -0.28 1.812
```

***

ORCA calculation (the ωB97M-V functional and the def2-TZVPD basis) on a gas-phase ion, C16H34N4O8P (charge +1).

Output
HOMO (eV): -12.06
HOMO-LUMO gap (eV): 7.77
SMILES: CCCCN(C1=[N+](COO)[C@@H](CC(=O)N(C)C)OCN1CCCOC)P(=O)(O)O
Strongest force on any atom (eV Å⁻¹): 5.43
Lowest unoccupied orbital energy (eV): -4.2919
Net charge: +1

```
63
Properties=species:S:1:pos:R:3:mulliken_charge:R:1
H 0.84 2.58 -2.23 0.607
H 5.77 0.32 -3.12 0.265
H -1.35 3.63 -0.16 0.424
C -0.24 -3.10 -0.72 -0.552
C -3.89 1.95 1.72 -0.093
N -0.93 -0.60 -1.02 0.585
O -2.87 -0.80 3.18 -0.482
H 1.54 -3.15 0.72 0.316
H 1.04 -1.49 -1.52 0.400
H -5.91 2.03 2.68 0.345
O 3.17 0.76 -3.21 -0.544
H -4.43 2.79 1.16 0.415
H -0.34 -3.50 -1.77 0.456
H 0.41 -4.58 0.86 0.372
O -3.62 3.18 -1.26 -0.458
N -1.33 0.47 1.13 0.920
P -2.03 -1.06 1.73 0.881
C 4.59 0.56 0.02 -0.775
H -2.45 -1.41 3.84 0.361
H 6.44 -0.16 -1.51 0.338
H -5.07 0.46 2.99 0.221
C 0.19 -1.57 -0.76 -0.980
H -0.98 1.09 3.13 0.579
H -0.85 -1.03 -3.09 0.387
H 3.57 -4.22 0.26 0.236
C -0.89 0.55 -0.14 -1.030
H -2.62 2.85 3.29 0.502
N 4.63 1.00 -1.43 -0.065
H 3.93 -0.37 0.16 0.219
C -2.49 2.56 2.19 -0.643
O -2.65 2.21 -1.10 -0.054
C -1.33 2.82 -0.95 -1.026
C 2.07 1.24 -1.00 -0.550
H -3.24 4.08 -1.25 0.374
H 2.34 2.18 -0.40 0.530
O 1.75 -4.55 -0.84 -0.350
C 2.92 -5.06 -0.16 -0.644
H 1.92 0.43 -0.22 0.260
C -0.86 -0.10 -2.42 -0.371
H 4.18 1.41 0.67 0.228
H 5.61 0.32 0.43 0.389
C -1.24 1.58 2.12 -0.912
O -0.89 -2.02 2.09 -0.680
H -1.80 0.47 -2.74 0.246
O -3.13 -1.71 0.63 -0.571
N -0.32 1.78 -0.64 0.237
H -4.54 2.02 3.93 0.250
H -1.14 3.36 -1.95 0.605
C 5.47 -0.06 -2.10 -0.812
H 0.67 -1.26 0.23 0.465
C 3.27 0.99 -2.00 0.274
H -3.36 -1.05 -0.06 0.461
O 0.31 0.65 -2.74 -0.354
C 0.68 1.57 -1.72 -0.206
H -0.32 2.21 1.87 0.343
C -4.89 1.59 2.94 -1.074
H 2.65 -5.73 0.72 0.286
H 3.53 -5.60 -0.94 0.249
H -1.21 -3.21 -0.15 0.266
H -3.83 1.09 0.99 -0.006
H -2.34 3.55 1.65 0.209
H 4.97 -1.08 -2.11 0.274
C 0.91 -3.87 0.11 -0.544
```

***

ORCA calculation (the ωB97M-V functional and the def2-TZVPD basis) on a molecular structure, C27H29N7OTc.

Output
HOMO (alpha / beta) (eV): -19.97 / -20.77
HOMO-LUMO gap (alpha / beta) (eV): 7.70 / 7.65
Energy above the lowest of the compared OMol25 structures with the same formula, charge and spin (eV): 6.822
Multiplicity: 4
Strongest force on any atom (eV Å⁻¹): 0.37
Lowest unoccupied orbital energy (alpha / beta) (eV): -12.2748 / -13.1264
Net charge: +4

```
65
Properties=species:S:1:pos:R:3:lowdin_spin:R:1
H 3.91 -1.20 -4.04 0.000
C -1.22 3.63 -2.47 0.003
H 1.68 -2.16 -3.91 0.001
C 3.64 -1.89 -0.70 0.000
C 2.40 1.23 -2.01 0.013
H 4.03 -2.87 -0.45 0.000
H 3.90 -1.38 2.69 0.000
H -5.01 -0.46 -0.12 0.000
Tc 0.06 0.48 0.28 2.422
H -2.75 -1.40 -1.59 0.001
H -0.89 -0.30 3.76 -0.002
H -0.95 1.33 3.53 -0.002
H -3.56 0.24 3.86 0.000
H -0.59 -2.06 -1.52 0.005
H -1.25 5.77 -2.28 0.001
C -3.40 0.15 2.80 0.002
H 3.55 -0.35 5.07 0.000
N 2.22 0.00 -0.24 0.090
N -0.93 0.43 3.03 -0.003
C 3.25 1.01 -0.74 0.010
H 5.36 0.77 -1.47 0.001
H 1.91 2.16 -2.28 0.001
H 3.51 1.77 -0.01 0.000
C -2.16 0.25 2.24 0.014
C 4.36 0.38 -1.62 0.005
C -2.91 -0.12 0.09 0.022
C -0.40 4.81 -0.55 -0.001
H 2.86 1.27 4.80 0.000
N -1.12 -0.04 -1.65 0.069
C 4.23 -1.15 -1.85 0.000
C 1.96 -1.40 -3.18 0.004
H 5.18 -1.60 -2.13 0.000
C -0.41 -1.23 -2.22 0.019
C 1.06 -0.91 -2.34 0.017
N -0.31 2.42 -0.62 0.053
C -2.55 -0.35 -1.35 0.004
C -4.46 -0.09 1.91 0.020
C 2.30 -1.89 1.40 0.016
H 1.22 -1.90 1.57 0.013
C 3.36 -0.88 -3.15 0.000
C 0.32 0.37 2.16 -0.059
H 2.66 -2.91 1.52 0.001
H -0.15 0.98 -3.22 0.001
H 4.31 0.75 3.92 0.000
C -0.09 3.60 0.02 0.013
H -3.21 0.24 -1.99 0.001
N 2.94 -1.10 2.49 -0.004
C 3.51 0.65 -2.90 0.009
H -1.88 1.16 -3.24 0.001
H 0.35 3.54 1.00 0.000
C 2.72 -1.33 0.08 0.011
O 1.30 0.40 3.16 -0.009
H -5.47 -0.17 2.30 0.001
C -1.02 1.13 -2.58 0.006
C -4.21 -0.24 0.56 -0.003
H -0.84 -1.52 -3.18 0.003
N 1.45 0.18 -1.51 0.184
H 3.84 1.26 -3.72 0.001
C -0.87 2.45 -1.85 0.014
H -0.20 5.73 -0.01 0.000
C 3.35 0.43 4.32 0.001
N -1.89 0.15 0.93 0.022
C 2.51 -0.14 3.23 -0.003
H -1.67 3.62 -3.45 0.000
C -0.98 4.84 -1.81 0.013
```

***

ORCA calculation (the ωB97M-V functional and the def2-TZVPD basis) on a single C5H8N2 molecule.

Output
HOMO (eV): -8.44
HOMO-LUMO gap (eV): 9.28
Energy above the lowest of the compared OMol25 structures with the same formula, charge and spin (eV): 3.725
SMILES: [H]/N=C\N(C=C)C=C
Strongest force on any atom (eV Å⁻¹): 6.19
Lowest unoccupied orbital energy (eV): 0.8422
Net charge: 0

```
15
Properties=species:S:1:pos:R:3:mulliken_charge:R:1
C 1.25 -1.01 0.06 0.146
H -1.16 -2.04 -0.44 0.332
H 0.21 3.09 0.33 0.264
H 0.82 1.06 1.19 0.438
C -1.17 -1.01 -0.18 0.119
H -1.09 2.07 -0.87 0.343
C -0.18 2.18 -0.28 -0.663
H 1.33 -2.12 0.13 0.318
N 2.40 -0.39 -0.13 -0.677
N 0.01 -0.46 0.08 0.139
C -2.32 -0.43 0.06 -0.935
H -2.34 0.48 0.66 0.334
H 2.41 0.68 -0.33 0.306
C 0.12 0.91 0.30 -0.684
H -3.25 -1.09 -0.13 0.220
```

***

ORCA calculation (the ωB97M-V functional and the def2-TZVPD basis) on 8 unconnected molecules or ions with the total composition C32H56N8.

Output
HOMO (eV): -11.15
HOMO-LUMO gap (eV): 11.66
Energy above the lowest of the compared OMol25 structures with the same formula, charge and spin (eV): 1.768
SMILES: CCCC#N.CCCC#N.CCCC#N.CCCC#N.CCCC#N.CCCC#N.CCCC#N.CCCC#N
Strongest force on any atom (eV Å⁻¹): 5.07
Lowest unoccupied orbital energy (eV): 0.5066
Net charge: 0

```
96
Properties=species:S:1:pos:R:3:mulliken_charge:R:1
C 16.80 -23.49 3.99 0.113
H 15.39 -24.09 2.48 0.199
H 9.79 -24.30 3.03 0.084
C 8.35 -20.01 1.69 -0.881
H 14.59 -22.95 8.73 0.378
C 8.72 -25.63 1.88 -1.452
H 16.53 -25.27 3.14 0.203
H 9.43 -20.01 -0.20 0.299
H 13.15 -23.73 10.78 0.360
N 13.14 -24.79 3.67 -0.501
C 6.90 -18.52 10.13 -0.586
C 12.04 -22.36 6.24 0.511
C 11.23 -21.45 0.90 0.208
H 3.82 -24.66 3.15 0.314
C 6.28 -23.52 3.89 0.187
H 11.13 -19.93 2.34 0.145
C 5.05 -22.83 3.43 -0.040
H 3.52 -23.18 5.90 0.287
H 5.01 -16.85 6.68 -0.082
C 6.15 -17.51 9.46 0.231
H 7.44 -19.52 1.33 0.340
H 11.70 -19.48 0.71 0.294
H 12.29 -22.80 9.52 -0.053
H 18.51 -24.28 2.00 0.305
C 13.07 -22.76 10.33 -0.853
C 4.38 -16.78 5.79 0.010
H 6.48 -19.55 9.93 0.311
C 14.46 -22.40 9.66 -0.445
C 3.65 -24.05 5.23 -1.044
H 4.59 -24.60 5.59 0.279
H 9.26 -23.97 7.29 0.408
H 8.54 -18.36 8.60 0.373
H 16.53 -22.08 10.19 0.318
N 5.65 -16.67 8.87 -0.423
H 9.51 -18.52 0.71 0.348
H 11.60 -24.25 7.01 0.496
N 15.27 -21.57 12.92 -0.386
H 10.34 -19.24 10.24 0.315
H 17.74 -24.55 -0.33 0.350
C 2.91 -16.52 6.25 -0.524
H 15.91 -23.67 10.72 0.265
C 11.11 -25.72 2.30 -0.487
H 8.46 -19.65 2.70 0.322
H 11.23 -26.84 2.14 0.418
H 3.21 -14.46 7.00 0.321
N 11.59 -22.51 0.66 -0.446
C 8.38 -18.36 9.67 -0.360
C 9.80 -23.04 7.26 -1.304
H 2.51 -17.41 6.73 0.315
C 12.29 -25.27 3.07 0.143
C 11.04 -23.49 6.49 -0.225
H 8.80 -25.03 1.00 0.371
H 8.29 -21.15 1.68 0.155
C 17.50 -23.98 1.70 -0.246
H 17.51 -22.90 1.41 0.305
C 2.69 -15.38 7.27 -1.058
H 12.82 -22.73 5.55 0.204
C 10.92 -20.07 1.25 -0.249
H 17.10 -25.83 0.76 0.326
C 9.24 -19.44 10.32 -1.011
C 15.65 -22.58 10.57 -0.448
H 10.63 -23.81 5.55 -0.010
H 8.95 -19.64 11.36 0.353
C 11.34 -21.15 5.68 0.050
H 8.60 -17.33 10.05 0.314
N 4.55 -19.10 4.59 -0.483
H 4.93 -21.86 3.97 0.129
C 16.44 -24.24 2.76 -0.159
H 8.95 -20.35 9.73 0.138
H 7.75 -25.38 2.30 0.248
H 8.68 -26.64 1.48 0.418
H 2.79 -24.71 5.37 0.325
C 17.07 -24.76 0.52 -1.251
H 9.18 -22.38 6.66 0.395
H 4.69 -16.01 5.11 0.322
C 9.50 -19.60 0.82 -0.553
H 16.06 -24.55 0.15 0.324
H 11.18 -25.33 1.28 0.333
H 9.95 -22.72 8.31 0.207
H 2.30 -16.30 5.43 0.380
H 3.00 -23.12 3.38 0.332
H 14.38 -21.35 9.38 0.269
H 3.33 -15.71 8.09 0.244
H 6.88 -18.46 11.21 0.312
C 3.83 -23.71 3.71 -0.558
H 12.80 -22.06 11.08 0.423
H 5.09 -22.61 2.40 0.347
C 15.38 -22.03 11.91 0.169
H 1.60 -15.20 7.50 0.308
H 9.65 -25.91 3.87 0.402
H 12.44 -22.06 7.17 -0.203
C 9.79 -25.41 2.92 0.061
N 7.21 -24.13 4.22 -0.499
N 10.85 -20.23 5.20 -0.555
N 17.11 -22.89 4.92 -0.494
C 4.53 -18.05 5.11 0.255
```